1.
76
Properties=species:S:1:pos:R:3:forces:R:3 method="wB97M-V/def2-TZVPD" lumo_ha="0.09346 / 0.08420" e_homo_ev="-4.7 / -4.7" energy_ev=-37255.1864 charge=-1 spin_multiplicity=3 fmax_ev_per_a=3.24
O -0.70586 3.97747 4.05730 0.94 0.37 -0.51
O 0.51988 -2.50507 3.41121 0.51 -0.78 0.38
O 0.18182 -1.36714 1.53195 0.98 -0.64 -0.04
O 0.15841 -1.82967 -4.58561 -0.70 -0.89 -0.20
N -0.96525 -2.27361 -4.05718 2.23 2.28 0.05
N 2.84781 -3.70557 2.46131 0.29 -0.34 -0.52
N -0.25252 4.02744 2.82016 -2.55 -0.75 1.84
C -1.54721 2.05230 1.97612 -0.44 0.13 -0.12
C -2.33713 2.95227 1.03125 0.05 0.13 0.03
C 5.31317 -3.68331 2.71963 -0.17 0.67 -0.23
C 6.05357 -2.48470 1.98215 -0.08 -0.61 0.15
C -0.68770 -2.64751 -2.63573 -0.44 -1.31 1.49
C 0.72354 2.54696 1.04317 0.01 0.17 -0.31
C 4.08923 -4.23202 1.86993 0.44 0.96 0.22
C -0.53506 -1.41243 -1.74145 -0.10 0.31 0.07
C -2.02093 -1.24939 -4.30046 -2.12 0.13 -0.58
C 0.56878 -3.52411 -2.50965 0.35 0.18 -0.60
C -1.95100 -0.65275 -5.71942 0.75 -0.15 -0.12
C 2.21165 -2.65811 1.64992 -0.16 -0.52 0.10
C 0.85934 -2.16482 2.27855 -0.84 1.64 -0.95
C -1.98065 -0.07312 -3.30695 0.46 0.08 0.45
C -1.10826 4.98268 2.06069 0.23 1.59 -1.46
C -0.30678 5.53508 0.86160 0.07 -0.15 -0.36
C 0.54540 1.69135 3.29334 -0.03 0.19 0.63
C -1.80861 -3.54391 -2.06439 -0.33 0.00 -0.08
C -1.44856 6.24738 2.87258 0.06 -0.31 0.68
C -1.72492 -0.46749 -1.85221 -0.07 -0.02 -0.17
C -3.40499 -1.93405 -4.27063 -0.22 -0.13 0.30
C -2.44023 4.37377 1.58341 -0.20 -0.57 0.15
C -0.16411 2.62464 2.30460 1.23 -1.31 -1.12
H 4.10386 -5.33860 1.74303 -0.08 0.65 0.36
H -1.18483 0.61975 -3.60386 0.03 -0.14 -0.13
H -1.88445 2.96925 0.03600 0.06 -0.04 0.01
H 0.98358 1.50746 0.82836 -0.12 -0.01 0.26
H 1.55189 2.05614 3.52146 -0.08 0.09 -0.01
H -0.42219 -1.71842 -0.69442 0.11 -0.06 -0.09
H 6.01161 -4.50168 3.00827 -0.27 0.62 -0.29
H 4.20593 -3.78919 0.84620 -0.10 -0.58 0.55
H -2.89325 5.02026 0.82504 0.17 0.16 0.10
H 7.01151 -2.86642 1.56445 -0.54 0.55 0.07
H 1.65647 3.09742 1.19083 -0.07 0.04 0.01
H -2.12545 1.90296 2.89587 0.17 0.12 0.04
H -2.71928 -3.00693 -1.80761 0.02 0.01 -0.10
H 2.19848 -4.43379 2.74119 -0.02 0.37 -0.16
H 0.24325 2.91379 0.13680 0.02 0.11 0.06
H -0.16036 4.81653 0.05899 0.06 -0.07 0.08
H -2.91516 0.49398 -3.36526 -0.02 -0.14 -0.23
H -0.82514 6.38253 0.40604 -0.10 -0.04 0.17
H 0.00953 1.57173 4.23507 -0.04 0.19 -0.06
H 0.46993 -4.43112 -3.11408 -0.01 0.07 -0.02
H 0.64440 0.69161 2.86457 -0.17 0.10 -0.21
H -2.06094 -4.34442 -2.76548 -0.01 0.06 -0.02
H -2.13532 6.03990 3.69460 0.18 -0.11 0.02
H 1.47998 -3.00924 -2.81496 -0.14 0.06 -0.11
H -1.43977 1.06171 1.52155 0.29 0.04 0.18
H -1.07722 -0.01432 -5.85794 0.06 -0.20 0.05
H -0.54876 6.70851 3.28742 -0.01 -0.08 -0.01
H -3.34364 2.54515 0.89702 0.03 0.04 -0.02
H -1.93962 6.98862 2.23840 0.09 -0.19 -0.20
H -3.14445 4.34935 2.42297 0.16 0.06 0.09
H -1.48269 -4.01197 -1.13367 0.17 0.12 -0.10
H -2.62386 -0.91696 -1.42242 0.03 -0.06 0.04
H 5.41664 -2.07935 1.15788 0.55 -0.38 0.58
H 4.89763 -3.23824 3.65258 0.10 -0.70 -0.61
H -1.92540 -1.43669 -6.48078 0.04 0.00 0.07
H 0.67367 5.89342 1.18448 -0.03 -0.10 0.04
H 2.95202 -1.82676 1.53027 -0.79 -0.41 0.17
H -1.52895 0.43347 -1.26433 -0.02 -0.06 0.01
H -2.82498 -0.02814 -5.91502 -0.08 -0.13 0.25
H -3.41255 -2.81877 -4.91229 0.09 0.01 0.06
H -3.73034 -2.23039 -3.27649 0.10 -0.06 0.01
H 0.71687 -3.83023 -1.47277 -0.26 0.15 0.00
H 1.98041 -3.03875 0.62081 0.09 0.39 0.46
H 0.38054 -0.86575 -1.99823 -0.04 -0.14 -0.14
H -4.17921 -1.25948 -4.64374 0.17 0.09 -0.03
H 6.25672 -1.63052 2.66800 0.01 -0.70 -0.40

---

2.
89
Properties=species:S:1:pos:R:3:forces:R:3 method="wB97M-V/def2-TZVPD" lumo_ha=0.09070 e_homo_ev=-4.7 energy_ev=-46224.1233 charge=-1 fmax_ev_per_a=0.35
I 0.91994 2.29139 -3.46238 0.02 -0.04 -0.06
O 1.27544 1.91311 2.73173 0.28 0.20 0.08
O -7.58426 4.36160 0.23016 -0.02 0.00 0.01
O -4.74301 -0.18951 2.87918 0.00 -0.02 0.04
N 0.42612 1.21618 4.70032 -0.01 0.02 0.05
N -5.62520 -0.64220 0.82762 -0.10 -0.13 0.06
N -6.09200 4.16934 1.92506 0.03 0.03 0.03
C -6.59608 -0.29870 -0.18628 0.10 0.04 -0.02
C 0.47790 -2.06199 -1.37023 -0.02 -0.03 0.01
C 0.63616 0.82228 6.07178 -0.04 -0.01 -0.07
C 0.40610 -3.58735 -1.32144 0.22 0.04 0.14
C 4.57571 -1.68450 0.43625 0.09 0.23 0.11
C 5.97936 -1.70947 -0.16642 -0.02 -0.12 -0.01
C 3.12680 -1.36850 -3.59456 -0.06 -0.01 -0.13
C 3.25325 -2.88717 -3.38212 -0.09 0.12 -0.01
C -5.52421 0.04591 1.97554 -0.08 0.18 -0.04
C 1.87236 2.31574 -1.53245 0.22 -0.07 0.22
C 4.38431 -0.68898 -4.18389 0.07 -0.14 0.22
C -4.72757 3.93921 2.35938 -0.08 -0.10 0.03
C -0.44171 -1.35905 -0.35773 0.00 0.03 -0.13
C -7.12628 4.38237 2.91933 0.01 -0.01 -0.04
C 6.11681 -1.09667 -1.57411 0.19 0.17 0.16
C 1.92651 -3.68454 -3.45047 0.17 -0.07 0.00
C 1.47733 -4.34476 -2.13212 -0.18 0.05 -0.06
C 1.43915 1.58942 3.88760 -0.21 -0.19 -0.03
C -4.68756 -1.72743 0.57650 0.22 0.18 0.09
C 5.02722 0.43462 -3.35092 -0.11 -0.03 0.12
C -0.22678 1.38126 -0.29196 0.08 -0.12 0.06
C -6.44624 4.18104 0.62525 0.02 -0.03 -0.03
C 1.30345 1.36987 -0.49049 -0.09 0.05 0.02
C 5.28503 0.15960 -1.85562 0.05 0.06 -0.28
C -0.91731 1.19234 4.13586 0.03 -0.03 -0.01
B -1.08366 0.08699 -0.84579 -0.10 0.10 0.04
H -6.24367 0.88559 2.02647 -0.02 -0.02 0.01
H 1.82647 3.35363 -1.20988 -0.18 0.01 -0.08
H 3.94081 -3.27802 -4.13932 -0.02 0.00 -0.01
H 3.72929 -3.07890 -2.41717 0.09 -0.03 0.03
H 0.08466 1.47251 6.75606 0.01 -0.01 0.02
H 4.11014 -0.27089 -5.15548 0.14 0.08 0.00
H 5.98349 0.70702 -3.81164 -0.04 0.00 -0.10
H 7.17153 -0.82961 -1.70485 0.00 -0.11 -0.15
H -1.20111 2.18583 3.78723 -0.01 0.00 0.00
H 6.67150 -1.22146 0.52641 -0.03 0.07 -0.02
H 0.51430 -3.87756 -0.26983 -0.12 -0.09 -0.02
H 2.82808 -0.89154 -2.66119 -0.01 0.07 0.03
H 4.33860 -0.70490 0.85647 -0.03 0.00 -0.05
H 4.48478 -2.40887 1.24693 -0.01 -0.03 -0.03
H 4.38646 1.31886 -3.42538 0.03 0.02 0.04
H -4.90286 -2.16587 -0.39467 0.00 0.01 -0.01
H -0.61258 2.33056 -0.69187 -0.07 -0.01 0.02
H -7.60008 5.35510 2.78011 -0.01 0.00 0.01
H 3.81097 -1.89648 -0.30575 -0.14 -0.16 -0.10
H 2.35907 -4.51124 -1.50431 0.03 0.05 -0.02
H 0.12065 -1.23961 0.58355 -0.11 -0.06 0.05
H 1.77057 1.69421 0.44911 0.13 -0.08 -0.13
H -6.09717 -0.02154 -1.11704 -0.01 0.01 -0.01
H -0.39125 1.42117 0.79140 -0.02 0.11 -0.02
H 2.28993 -1.19583 -4.27507 0.00 0.04 0.02
H -1.18841 0.11213 -2.07596 0.01 -0.13 -0.02
H 2.91050 2.08035 -1.76072 0.01 0.04 -0.01
H 6.31083 -2.75127 -0.22404 0.06 0.04 -0.02
H 2.43130 1.54831 4.37280 -0.01 0.05 0.02
H -4.08648 3.78913 1.49292 0.01 -0.02 0.00
H 1.08618 -5.34190 -2.35962 0.04 -0.01 0.05
H -7.90196 3.61963 2.83785 -0.01 0.00 0.01
H -4.76221 -2.48971 1.35302 -0.03 0.01 0.00
H 1.13449 -3.03539 -3.82888 -0.02 -0.03 0.00
H -3.67474 -1.31940 0.56967 0.06 -0.13 -0.09
H 0.31105 -0.20779 6.23755 0.01 0.00 0.02
H -5.59945 4.00385 -0.05733 0.00 0.00 0.01
H 5.82949 1.03037 -1.47475 -0.10 0.00 0.14
H -7.19466 0.54693 0.15068 0.00 0.01 0.00
H -1.26230 -2.05437 -0.12513 0.00 -0.01 0.00
H -4.67579 3.04478 2.98378 0.08 -0.01 -0.01
H 0.23940 -1.69534 -2.37310 -0.02 -0.06 -0.01
H 1.67988 0.35877 -0.68605 -0.12 -0.01 -0.06
H -4.35475 4.79211 2.93069 0.02 0.01 -0.02
H 1.51842 -1.77902 -1.19526 0.17 0.11 0.05
H 2.05369 -4.47274 -4.19778 -0.02 0.01 0.00
H 1.69704 0.89151 6.30985 0.01 0.00 0.00
H -2.23910 0.18505 -0.37711 0.01 0.08 0.00
H -0.96558 0.51896 3.27984 -0.01 0.01 -0.01
H -6.67826 4.33518 3.90928 0.01 0.00 0.00
H -1.61768 0.85901 4.89866 0.00 -0.01 0.00
H -7.26341 -1.14115 -0.38455 -0.01 0.01 0.00
H 5.14182 -1.45015 -4.39669 -0.02 -0.04 0.03
H 4.33727 0.14691 -1.31740 -0.08 -0.16 -0.02
H -0.59440 -3.91268 -1.62440 -0.01 0.06 -0.06
H 5.91814 -1.86567 -2.32070 -0.24 -0.04 -0.01

---

3.
11
Properties=species:S:1:pos:R:3:forces:R:3 method="wB97M-V/def2-TZVPD" lumo_ha=0.03082 e_homo_ev=-9.0 energy_ev=-8671.4541 relative_energy_kcal_mol=50.5 charge=0 fmax_ev_per_a=3.11
O 2.98899 -0.20743 0.13290 -2.32 1.96 -0.66
N -1.65267 -0.51554 -0.09115 0.84 0.05 -0.03
N 0.68979 -0.26251 -0.12158 -1.15 -0.22 0.28
N -2.83573 0.09927 0.22668 -1.77 0.76 -0.51
C -0.66916 0.27007 -0.07315 2.74 -0.68 0.01
C 1.92780 0.40166 -0.05635 -0.57 -1.42 0.69
H -2.87422 1.06570 -0.09561 0.51 0.37 0.41
H -3.60104 -0.26675 -0.32562 0.08 -0.93 0.18
H 0.64105 -1.26351 0.09437 0.64 0.46 -0.32
H 1.69790 1.51220 -0.13856 1.08 -0.85 -0.02
H -0.73727 1.33289 0.08163 -0.07 0.51 -0.01

---

4.
17
Properties=species:S:1:pos:R:3:forces:R:3 method="wB97M-V/def2-TZVPD" lumo_ha=-0.15029 e_homo_ev=-8.2 energy_ev=-10902.6821 relative_energy_kcal_mol=320.4 charge=0 fmax_ev_per_a=5.92
O 3.09450 -0.90232 -1.01065 -2.75 1.88 1.69
O 0.47856 0.68124 2.12993 1.53 -0.22 -2.26
N -3.01776 0.36881 -0.71628 2.49 -1.06 -1.39
C 1.15330 -0.11981 1.23977 -5.14 -1.31 2.63
C -1.68146 0.15977 -0.43349 -3.33 -0.56 -1.76
C -0.44922 0.69290 -0.83211 1.93 -0.16 -2.06
C -1.96697 -0.41601 0.80209 0.30 3.54 3.15
C 0.86241 0.24878 -0.35246 -2.89 0.63 0.84
H -3.23873 0.90831 -1.56248 0.31 1.01 0.72
H 0.74029 -1.16510 1.51198 0.23 0.49 -1.22
H -0.44260 1.28334 -1.80673 -0.13 -0.31 1.69
H 2.16853 -0.19561 1.31490 2.82 0.32 0.07
H -3.00363 -0.72075 1.00536 0.89 -1.21 -0.08
H 1.67178 0.86726 -0.54342 1.11 1.69 -1.09
H 3.86818 -1.27583 -1.33271 2.03 -1.53 -1.42
H 1.12679 -0.64016 -0.97498 0.81 -1.32 0.42
H -1.36394 0.22518 1.56128 -0.22 -1.87 0.07